Record 1
The following is a DFT calculation (the ωB97M-V functional and the def2-TZVPD basis) of 2 unconnected molecules or ions with the total composition C3H7NO2.

ORCA input file:
```
! wB97M-V def2-TZVPD RIJCOSX def2/J DEFGRID3
* xyz 0 1
O -1.3802 -0.9573 1.0277
O 0.7122 0.0806 -1.1027
N -0.5434 1.5409 -2.3186
C -0.3323 0.6776 -1.2969
C 0.8364 -0.6172 1.8924
C -0.2234 -1.3147 1.0881
H 0.1085 -2.2278 0.5539
H -1.4503 1.9503 -2.4712
H -1.2056 0.5614 -0.6327
H 1.1279 -1.2498 2.7400
H 0.4544 0.3361 2.2648
H 1.7177 -0.4549 1.2661
H 0.1781 1.6749 -3.0110
*
```

Its energy above the lowest of the compared OMol25 structures with the same formula, charge and spin is 95.5 kJ/mol. The gap between HOMO and LUMO is 0.389 Ha. As for the energy: -8809.5392 eV. The LUMO energy is 0.965 eV. As for the HOMO energy: -9.616 eV.

---

Record 2
The following is a DFT calculation (the ωB97M-V functional and the def2-TZVPD basis) of 4 unconnected molecules or ions with the total composition C3H13NO4 in a non-equilibrium geometry.

ORCA input file:
```
! wB97M-V def2-TZVPD RIJCOSX def2/J DEFGRID3
* xyz 0 1
O -0.9776 -2.9298 1.7754
O 2.2779 -1.8054 0.8010
O -3.3357 0.8933 0.2062
O 2.0629 0.2844 -2.0267
N 0.4552 0.8887 -0.5430
C -0.1624 -0.4031 -0.4817
C -0.0259 1.9812 0.2790
C 1.5083 1.1355 -1.3602
H 0.5204 -1.1218 -0.9218
H -1.1674 -2.5144 0.9289
H -1.0605 -0.5359 -1.0977
H -0.6745 2.6892 -0.2472
H -3.3871 1.5937 -0.4467
H 0.7360 2.5911 0.7655
H 1.8333 2.1836 -1.4080
H 2.9441 -2.2744 0.2891
H -2.4323 0.6188 -0.0189
H -0.4946 -0.6423 0.5271
H -0.6146 1.5787 1.1037
H 2.0346 -1.0756 0.2197
H -0.0403 -3.1357 1.6564
*
```

Its energy above the lowest of the compared OMol25 structures with the same formula, charge and spin is 156.7 kJ/mol. The gap between HOMO and LUMO is 0.382 Ha. As for the energy: -13001.5413 eV. The LUMO energy is 0.387 eV. As for the HOMO energy: -10.016 eV.

---

Record 3
The following is a DFT calculation (the ωB97M-V functional and the def2-TZVPD basis) of a single C6H8N2O2S molecule in a non-equilibrium geometry.

ORCA input file:
```
! wB97M-V def2-TZVPD RIJCOSX def2/J DEFGRID3
* xyz 0 1
S -1.6206 1.0346 1.1179
O 0.8636 1.3484 -1.6111
O 0.0032 -2.5715 1.0277
N -0.9172 -1.0471 -0.4917
N 0.9264 0.9750 0.6405
C -1.0347 0.4727 -0.4711
C -1.6360 -1.7787 -1.4821
C -0.3992 -1.5227 0.6043
C 0.3433 1.0010 -0.5743
C 2.2384 1.4729 0.8711
C -0.0228 0.4889 1.6575
H -1.6122 0.8829 -1.2486
H 2.7858 1.4027 -0.1356
H 2.6574 0.9351 1.6016
H 2.3630 2.5275 1.1070
H -1.4457 -2.7330 -1.2474
H 0.2875 0.3773 2.6002
H -2.6050 -1.5938 -1.5137
H -1.1752 -1.6722 -2.4521
*
```

Its energy above the lowest of the compared OMol25 structures with the same formula, charge and spin is 365.9 kJ/mol. The gap between HOMO and LUMO is 0.304 Ha. As for the energy: -24258.9814 eV. The LUMO energy is 0.574 eV. As for the HOMO energy: -7.707 eV.